Record 1
Computed, not measured: a structure of composition C23H39ClDyN3O14P2Si3, with ωB97M-V with the def2-TZVPD basis set.

Summary:
Gap between HOMO and LUMO (spin up / spin down) in hartree: 0.1487 / 0.1431
E_tot in eV: -136439.7287
LUMO (spin up / spin down) in eV: 4.0 / 4.0

Geometry as ORCA input:
```
! RIJCOSX wB97M-V def2-TZVPD def2/J DEFGRID3
* xyz -2 6
Dy 0.18 0.53 -0.52
O -1.25 -4.36 1.83
C -1.47 -3.40 2.81
C -2.31 -3.75 3.85
C -2.58 -2.88 4.90
C -1.99 -1.62 4.86
C -1.15 -1.27 3.83
C -0.81 -2.14 2.75
C 0.17 -1.62 1.85
O 0.47 -1.88 0.48
N 0.82 -0.56 2.32
N 1.38 0.26 1.44
C 2.15 1.26 1.98
C 2.34 2.42 1.24
C 3.21 3.47 1.67
C 3.30 4.62 0.94
C 2.53 4.75 -0.23
C 1.71 3.70 -0.60
N 1.61 2.56 0.06
H -1.71 -5.17 2.09
H -2.75 -4.74 3.85
H -3.24 -3.17 5.71
H -2.21 -0.91 5.64
H -0.73 -0.28 3.81
H 2.54 1.15 2.98
H 3.77 3.34 2.59
H 3.96 5.42 1.26
H 2.57 5.66 -0.81
H 1.10 3.79 -1.49
O -1.12 2.27 2.38
P -1.94 1.80 1.08
O -3.39 2.09 1.22
O -1.53 0.40 0.70
O -1.28 2.83 -0.02
P -1.77 2.61 -1.61
O -3.37 2.43 -1.43
O -1.47 3.82 -2.39
O -1.16 1.30 -2.02
H -0.19 2.02 2.31
H -3.57 2.29 -0.48
C -2.57 -1.18 -2.12
O -1.49 -1.67 -1.35
Si -1.64 -3.08 -0.50
C -2.13 -4.55 -1.65
C -3.25 -2.85 0.53
C 0.25 -3.20 -0.06
Si 1.08 -4.47 1.21
C 1.33 -4.29 3.12
C 2.98 -4.49 0.87
C 0.50 -6.28 0.90
Si 1.22 -3.31 -1.80
C 2.98 -2.58 -1.68
C 0.43 -2.87 -3.51
C 1.52 -5.19 -2.19
H -3.34 -0.74 -1.48
H -3.00 -2.00 -2.72
H -2.19 -0.40 -2.78
H -3.16 -4.45 -1.98
H -2.04 -5.50 -1.15
H -1.49 -4.58 -2.53
H -3.61 -3.75 1.02
H -4.03 -2.54 -0.16
H -3.14 -2.07 1.27
H 1.76 -3.32 3.34
H 2.04 -5.05 3.44
H 0.44 -4.40 3.73
H 3.39 -3.49 0.96
H 3.26 -4.87 -0.10
H 3.49 -5.11 1.61
H 0.12 -6.75 1.80
H 1.32 -6.91 0.55
H -0.29 -6.32 0.15
H 3.04 -1.86 -0.87
H 3.23 -2.05 -2.59
H 3.75 -3.33 -1.53
H -0.46 -2.27 -3.39
H 0.18 -3.75 -4.09
H 1.12 -2.27 -4.10
H 1.76 -5.79 -1.33
H 2.35 -5.27 -2.89
H 0.66 -5.64 -2.66
O 2.75 -0.13 -3.60
Cl 1.99 0.36 -2.49
O 1.50 1.64 -2.79
O 0.92 -0.56 -2.24
O 2.80 0.39 -1.32
*
```

=====

Record 2
Computed, not measured: a cluster of 8 separate species, C23H39F3N7OP in total, with ωB97M-V with the def2-TZVPD basis set.

Summary:
Gap between HOMO and LUMO in hartree: 0.3264
E_tot in eV: -54400.2863
SMILES: CC(C)CP(CCCCO)C(F)(F)F.CC#N.CC#N.CC#N.CC#N.CC#N.CC#N.CC#N
LUMO in eV: 0.2

Geometry as ORCA input:
```
! RIJCOSX wB97M-V def2-TZVPD def2/J DEFGRID3
* xyz 0 1
C -3.23 -0.49 -1.46
C -3.31 -0.07 -2.92
C -3.70 1.40 -3.17
C -2.09 -0.47 -3.73
P -0.49 0.41 -3.45
C -0.63 1.45 -1.94
C 0.54 1.44 -0.94
C 0.07 1.47 0.50
C -0.89 0.36 0.82
O -2.19 0.91 0.95
C 0.57 -1.04 -2.94
F 1.89 -0.71 -2.88
F 0.30 -1.65 -1.75
F 0.48 -2.02 -3.87
H -2.27 -0.92 -1.24
H -3.98 -1.23 -1.24
H -3.39 0.35 -0.81
H -4.13 -0.64 -3.33
H -4.53 1.42 -3.86
H -2.90 1.93 -3.66
H -4.01 1.92 -2.29
H -1.92 -1.53 -3.62
H -2.32 -0.32 -4.78
H -1.55 1.27 -1.41
H -0.70 2.45 -2.32
H 1.13 2.33 -1.10
H 1.22 0.62 -1.04
H -0.30 2.43 0.79
H 0.95 1.30 1.11
H -0.62 -0.13 1.74
H -0.89 -0.37 0.03
H -2.81 0.20 1.12
C 1.66 -2.66 2.72
C 0.97 -1.59 3.42
N 0.43 -0.76 3.99
H 1.33 -2.70 1.69
H 2.73 -2.47 2.75
H 1.45 -3.61 3.19
C 5.02 -1.47 -2.53
C 5.60 -2.00 -1.32
N 6.04 -2.41 -0.35
H 3.94 -1.54 -2.47
H 5.30 -0.43 -2.66
H 5.37 -2.04 -3.39
C -7.02 3.96 -2.61
C -6.60 2.97 -1.63
N -6.29 2.07 -1.00
H -7.17 4.93 -2.15
H -6.25 4.04 -3.37
H -7.94 3.63 -3.08
C 4.54 1.52 0.66
C 4.00 2.45 -0.31
N 3.55 3.17 -1.07
H 5.63 1.55 0.64
H 4.19 1.78 1.66
H 4.22 0.51 0.43
C -5.40 6.31 2.20
C -5.72 6.40 0.79
N -5.98 6.47 -0.31
H -6.13 5.69 2.70
H -4.42 5.86 2.32
H -5.41 7.31 2.64
C 3.55 -6.47 3.16
C 2.25 -6.05 2.70
N 1.22 -5.71 2.34
H 4.00 -5.69 3.77
H 3.45 -7.37 3.77
H 4.19 -6.70 2.31
C 6.32 -3.29 5.07
C 5.06 -3.92 5.40
N 4.08 -4.43 5.68
H 6.15 -2.38 4.50
H 6.87 -3.06 5.98
H 6.92 -3.97 4.46
*
```

=====

Record 3
Computed, not measured: a structure of composition C23H39LiN5O2S, with ωB97M-V with the def2-TZVPD basis set.

Summary:
Gap between HOMO and LUMO in hartree: 0.3269
E_tot in eV: -47067.4092
LUMO in eV: -1.8

Geometry as ORCA input:
```
! RIJCOSX wB97M-V def2-TZVPD def2/J DEFGRID3
* xyz 1 1
Li 0.04 0.00 0.30
C -1.84 -2.47 1.46
O -0.88 -1.45 1.55
C -0.74 -0.99 2.88
C 0.50 -0.10 2.92
O 0.40 0.98 2.03
C -0.32 2.08 2.54
H -1.55 -3.34 2.06
H -1.91 -2.75 0.42
H -2.82 -2.12 1.81
H -0.61 -1.83 3.57
H -1.64 -0.43 3.17
H 1.35 -0.69 2.57
H 0.68 0.25 3.94
H -0.01 2.29 3.57
H -1.40 1.92 2.52
H -0.08 2.93 1.91
N 2.53 0.71 -1.84
C 1.67 1.76 -1.61
C 2.01 3.00 -2.18
C 1.16 4.07 -1.99
C -0.01 3.88 -1.26
C -0.26 2.62 -0.75
N 0.57 1.59 -0.89
C 2.45 -0.63 -1.51
C 3.39 -1.48 -2.13
C 3.38 -2.82 -1.82
C 2.44 -3.29 -0.90
C 1.56 -2.38 -0.36
N 1.55 -1.08 -0.65
H 3.32 0.94 -2.43
H 2.91 3.11 -2.76
H 1.40 5.04 -2.41
H -0.71 4.68 -1.11
H -1.17 2.41 -0.22
H 4.11 -1.08 -2.83
H 4.09 -3.49 -2.28
H 2.41 -4.33 -0.62
H 0.81 -2.70 0.35
C -5.95 -2.88 -1.83
C -5.38 -4.18 -2.39
C -4.06 -4.01 -3.15
C -2.86 -3.71 -2.25
N -2.84 -2.37 -1.72
C -2.17 -1.28 -2.15
S -2.32 0.11 -1.25
N -1.40 -1.38 -3.25
C -0.80 -0.23 -3.89
C -1.72 0.43 -4.91
C -1.86 -0.31 -6.25
C -2.51 -1.69 -6.16
H -7.01 -3.00 -1.62
H -5.84 -2.07 -2.55
H -5.46 -2.59 -0.91
H -6.11 -4.60 -3.09
H -5.26 -4.91 -1.59
H -4.18 -3.22 -3.88
H -3.85 -4.94 -3.67
H -1.93 -3.88 -2.80
H -2.86 -4.40 -1.40
H -3.50 -2.16 -0.99
H -1.55 -2.17 -3.85
H 0.13 -0.56 -4.36
H -0.57 0.49 -3.10
H -1.33 1.43 -5.12
H -2.71 0.55 -4.46
H -0.87 -0.41 -6.71
H -2.46 0.31 -6.90
H -1.82 -2.44 -5.79
H -2.83 -2.01 -7.15
H -3.39 -1.65 -5.52
*
```

=====

Record 4
Computed, not measured: a structure of composition C23H39N2O3P3Pt, with ωB97M-V with the def2-TZVPD basis set.

Summary:
Energy above the lowest of the compared OMol25 structures with the same formula, charge and spin in eV: 0.000
Gap between HOMO and LUMO (spin up / spin down) in hartree: 0.2008 / 0.1650
E_tot in eV: -64674.7041
LUMO (spin up / spin down) in eV: -11.3 / -14.9

Geometry as ORCA input:
```
! RIJCOSX wB97M-V def2-TZVPD def2/J DEFGRID3
* xyz 4 5
P -0.92 -2.68 1.73
C -1.65 -2.21 3.34
H -2.24 -3.04 3.74
H -2.28 -1.32 3.17
H -0.84 -1.92 4.02
C -2.17 -3.74 0.91
H -1.69 -4.27 0.07
H -2.94 -3.07 0.51
H -2.59 -4.44 1.65
C 0.33 -3.92 2.28
H -0.17 -4.81 2.68
H 0.97 -3.46 3.05
H 0.97 -4.20 1.43
P 3.46 0.17 -0.89
C 3.49 1.33 0.49
H 4.43 1.89 0.42
H 3.45 0.78 1.43
H 2.63 2.01 0.43
C 4.71 -1.08 -0.53
H 4.78 -1.83 -1.31
H 4.48 -1.58 0.42
H 5.67 -0.56 -0.43
C 4.01 1.03 -2.37
H 5.07 1.25 -2.25
H 3.44 1.96 -2.47
H 3.86 0.42 -3.27
P -1.45 1.30 -2.33
C -2.00 2.87 -1.71
H -2.68 3.29 -2.46
H -1.14 3.53 -1.57
H -2.52 2.73 -0.76
C -1.10 1.40 -4.09
H -1.98 1.88 -4.55
H -0.94 0.42 -4.54
H -0.21 2.03 -4.27
C -2.58 0.00 -1.88
H -3.51 0.19 -2.44
H -2.80 0.06 -0.81
H -2.22 -1.01 -2.11
Pt 1.36 -0.96 -1.54
C 1.13 -1.09 0.41
O 1.29 -0.90 1.57
C 0.26 0.91 -1.58
O 0.82 1.90 -1.11
C 1.49 -1.51 -3.72
C 0.17 -1.75 -3.25
C -0.07 -2.78 -2.32
C 1.01 -3.15 -1.49
C 2.34 -2.96 -1.96
C 2.55 -2.23 -3.15
H 1.65 -0.82 -4.55
H -0.65 -1.24 -3.76
H -1.09 -3.13 -2.12
H 0.83 -3.73 -0.58
H 3.16 -3.43 -1.42
H 3.55 -2.14 -3.58
N -3.92 4.97 4.02
C -3.50 3.71 4.39
O -4.01 3.08 5.31
C -2.41 3.12 3.54
C -1.99 3.66 2.31
C -0.95 3.02 1.61
N -0.36 1.89 2.02
C -0.76 1.37 3.19
C -1.78 1.93 3.97
H -4.57 5.41 4.65
H -3.35 5.57 3.45
H -2.44 4.55 1.88
H -0.59 3.44 0.66
H -0.25 0.46 3.53
H -2.07 1.45 4.90
*
```